(1)
{
  "formula": "C21H31ClIN3O2S2",
  "method": "ωB97M-V/def2-TZVPD",
  "species": ["C", "C", "N", "C", "C", "C", "C", "C", "Cl", "C", "C", "S", "C", "C", "C", "C", "C", "C", "I", "C", "N", "S", "N", "C", "H", "H", "H", "H", "H", "H", "H", "H", "H", "H", "H", "H", "H", "H", "H", "H", "H", "H", "H", "H", "H", "H", "H", "H", "H", "O", "C", "C", "C", "C", "O", "H", "H", "H", "H", "H", "H"],
  "coordinates": [[4.71374, -0.24893, 0.63990], [4.52477, -1.02027, -0.75365], [3.29663, -0.52393, -1.45564], [2.05736, -0.80515, -0.70090], [1.10583, 0.28230, -0.14320], [1.49610, 1.85025, -0.34989], [2.21331, 2.30448, 1.00683], [2.03817, 3.83443, 1.43702], [0.46678, 4.63893, 0.96596], [-0.25039, -0.06059, 0.63864], [-1.24378, 1.10241, 1.17508], [-2.79762, 1.07450, 0.10003], [-4.17981, 1.99492, 0.93708], [-5.02880, 1.07969, 1.98879], [-0.60163, -1.55896, 0.87388], [-1.91624, -2.06378, 1.67481], [-1.57513, -2.15009, 3.25408], [-0.02725, -1.85146, 3.61822], [-2.75628, -0.69369, 4.40691], [0.36169, -2.70240, 0.35955], [0.22788, -4.12953, 0.50828], [1.52245, -4.91047, -0.27448], [2.36800, -3.52710, -0.80885], [1.67012, -2.31942, -0.44448], [3.82843, -0.35293, 1.35285], [4.95499, 0.85100, 0.37736], [5.63123, -0.70885, 1.16631], [5.44913, -0.78602, -1.40752], [4.52278, -2.16601, -0.59143], [3.22376, -1.05809, -2.33612], [0.51135, 2.36715, -0.59758], [2.21304, 1.85303, -1.26039], [1.89056, 1.60290, 1.85164], [3.34769, 2.12866, 0.85199], [2.98013, 4.42067, 1.10423], [2.07723, 3.86132, 2.59530], [-0.80249, 2.14906, 1.04624], [-1.51304, 0.97694, 2.27827], [-4.93403, 2.28298, 0.11247], [-3.83980, 2.98189, 1.43003], [-5.01444, 1.52135, 3.05826], [-6.11646, 0.93192, 1.67039], [-4.54258, 0.04066, 2.04834], [-2.78808, -1.35448, 1.46956], [-2.16293, -3.10003, 1.23051], [-1.90084, -3.18481, 3.62876], [0.07147, -1.98780, 4.75087], [0.22302, -0.76129, 3.39056], [0.70059, -2.58437, 3.12899], [-1.64612, 1.21129, -6.56738], [-1.44468, 0.77952, -5.46109], [-1.49857, -0.66996, -5.06102], [-1.56279, -0.58099, -3.55135], [-0.82429, 0.70536, -3.26906], [-1.09029, 1.54877, -4.39575], [-0.58735, -1.16770, -5.40144], [-2.38158, -1.15839, -5.47305], [-1.13239, -1.44526, -3.04179], [-2.60623, -0.48709, -3.23310], [0.25745, 0.55562, -3.19282], [-1.17980, 1.18790, -2.35604]],
  "forces_ev_per_a": [[0.9, -0.3, -0.6], [0.9, -0.1, 0.9], [-1.0, -0.8, 0.7], [-2.9, 0.1, 1.8], [0.9, -2.4, -0.8], [-0.1, -2.3, -0.2], [0.3, 0.1, -0.5], [1.6, -0.6, 1.5], [1.1, -0.5, 0.1], [0.9, -3.9, -0.4], [0.6, 0.0, 0.0], [0.0, 0.2, 0.3], [-1.4, 0.4, 0.9], [0.6, -0.2, 0.3], [1.0, 1.8, -0.8], [1.2, 0.5, -0.7], [0.9, -0.9, -0.6], [-0.7, -0.2, 0.9], [0.4, -0.6, -0.2], [1.4, -0.3, -0.9], [1.1, 3.4, -1.0], [-0.9, 5.0, 0.6], [-2.3, 2.2, 1.0], [-1.1, -2.0, 1.0], [1.1, 0.3, -1.2], [-0.5, -1.7, 0.7], [-1.4, 0.8, -0.8], [-1.6, -0.3, 0.9], [-0.2, 1.8, -0.2], [0.0, 0.5, 0.5], [1.5, -0.3, 0.4], [-1.2, 0.3, 1.6], [0.3, 1.1, -1.1], [-1.9, 0.3, 0.4], [-2.1, -0.6, 0.1], [-0.2, 0.1, -2.0], [-0.3, -1.7, 0.2], [0.4, -0.1, -1.6], [1.6, -0.4, 1.0], [-0.3, -1.7, -0.8], [0.0, -0.7, -1.8], [1.5, 0.4, 0.3], [-0.8, 1.6, -0.1], [1.3, -1.0, 0.2], [0.4, 1.6, 1.0], [0.5, 1.7, -0.4], [-0.1, 0.2, -1.5], [-0.2, -1.6, 0.1], [-1.1, 1.1, 0.4], [0.1, 0.1, 0.9], [0.0, 0.3, -1.1], [-0.3, -0.2, 0.4], [-0.2, -0.5, 0.4], [0.2, 0.1, 0.6], [-0.2, -0.1, -0.5], [-0.1, 0.0, -0.1], [0.3, 0.1, -0.3], [0.0, 0.1, 0.0], [0.1, 0.0, 0.0], [0.0, 0.0, 0.0], [0.1, 0.1, -0.2]],
  "homo_ev": -8.5,
  "total_charge": 0,
  "spin_multiplicity": 1,
  "smiles": "CCNc1c(CCCCl)c(CSCC)c(C[C@@H](C)I)c2nsnc12.O=C1CCCO1"
}

=====

(2)
{
  "formula": "C14H56N14O14",
  "method": "ωB97M-V/def2-TZVPD",
  "species": ["C", "O", "N", "N", "H", "H", "H", "H", "C", "O", "N", "N", "H", "H", "H", "H", "C", "O", "N", "N", "H", "H", "H", "H", "C", "O", "N", "N", "H", "H", "H", "H", "C", "O", "N", "N", "H", "H", "H", "H", "C", "O", "N", "N", "H", "H", "H", "H", "C", "O", "N", "N", "H", "H", "H", "H", "C", "O", "H", "H", "H", "H", "C", "O", "H", "H", "H", "H", "C", "O", "H", "H", "H", "H", "C", "O", "H", "H", "H", "H", "C", "O", "H", "H", "H", "H", "C", "O", "H", "H", "H", "H", "C", "O", "H", "H", "H", "H"],
  "coordinates": [[-0.54471, -0.47175, -4.38486], [-0.91693, 0.39400, -3.35684], [-1.00553, -1.66205, -4.47583], [0.23291, -0.15689, -5.37729], [-1.59383, -2.02762, -3.69355], [-1.00568, -2.18331, -5.36645], [0.49330, -0.82052, -6.12862], [0.61309, 0.70833, -5.31303], [0.93460, -2.86739, 3.70871], [0.50658, -2.42294, 2.49056], [1.59929, -3.93130, 3.95357], [0.64077, -2.34242, 4.82367], [1.83331, -4.53717, 3.12961], [1.85217, -4.20338, 4.87821], [0.02749, -1.54513, 4.67589], [0.98987, -2.55850, 5.74474], [1.46305, 3.65002, -2.03376], [0.45134, 3.66383, -1.10547], [2.12425, 2.59856, -2.31661], [1.93615, 4.68169, -2.68906], [1.93185, 1.69019, -1.83780], [3.12257, 2.56149, -2.63399], [1.75280, 5.63569, -2.26083], [2.69478, 4.68917, -3.35193], [-3.04984, 3.73133, -2.27437], [-4.30712, 4.27770, -2.53119], [-1.96103, 4.34644, -1.95155], [-2.95034, 2.42208, -2.20321], [-1.80129, 5.36271, -2.24858], [-1.08945, 3.83165, -1.74437], [-3.79103, 1.94924, -2.31027], [-2.10049, 1.90399, -2.09417], [0.05257, -0.22565, -0.23124], [0.20120, -1.38203, -0.93327], [0.21190, -0.17867, 1.02482], [-0.07636, 0.96402, -0.77361], [0.46385, -1.07348, 1.48116], [-0.03715, 0.58767, 1.69233], [-0.23203, 0.83291, -1.78984], [0.02034, 1.85820, -0.36216], [-0.39628, 1.02541, 4.07084], [0.62529, 1.68705, 4.68711], [-0.91040, -0.03022, 4.63161], [-0.86718, 1.36729, 2.91238], [-0.59837, -0.07512, 5.64946], [-1.55103, -0.66768, 4.19110], [-0.51607, 2.27966, 2.54814], [-1.63981, 0.82851, 2.43710], [-3.10436, -0.91035, 2.43415], [-2.42825, -1.76980, 3.27965], [-2.47304, -0.21487, 1.54550], [-4.32914, -0.52688, 2.58965], [-1.54232, -0.51304, 1.29714], [-3.07679, 0.49651, 0.95270], [-4.88971, -1.09237, 3.25255], [-4.89440, 0.01157, 1.87322], [0.95441, -3.81982, -2.83337], [0.23895, -4.49218, -1.88762], [2.01156, -4.10274, -2.97358], [1.02153, -2.74363, -2.55335], [0.36713, -3.74045, -3.79144], [0.13955, -5.41994, -2.18003], [3.31037, -1.54165, 0.51037], [3.53346, -2.51103, 1.53317], [2.61394, -1.84713, -0.30112], [4.29931, -1.40327, 0.08597], [3.00330, -0.54677, 0.88257], [4.21739, -2.16398, 2.11819], [2.90960, -0.43840, -2.81062], [3.80858, -0.07371, -3.87379], [1.79229, -0.20891, -2.93795], [3.24669, 0.14304, -1.97574], [2.98109, -1.48087, -2.58886], [4.69215, -0.31464, -3.61538], [2.87771, 1.81083, 2.02264], [2.10146, 1.79129, 0.84921], [3.17383, 0.80099, 2.25316], [2.34178, 2.24432, 2.86964], [3.82675, 2.39363, 1.95247], [1.49694, 1.06069, 0.85560], [0.18445, 4.34024, 3.01826], [0.00847, 3.71496, 1.75599], [0.03615, 5.38882, 2.86601], [1.12074, 4.07124, 3.53784], [-0.61821, 4.04464, 3.74910], [0.59896, 3.98501, 1.07214], [-1.75222, -3.72269, 0.59019], [-3.12126, -3.59308, 0.82783], [-1.13502, -2.86285, 0.77068], [-1.65581, -3.88720, -0.46078], [-1.35934, -4.56359, 1.12445], [-3.27906, -3.74561, 1.77743], [-3.18242, -0.87945, -1.69554], [-2.31541, -1.90085, -2.06494], [-3.85994, -0.73092, -2.52846], [-2.58465, 0.03089, -1.44608], [-3.72962, -1.08957, -0.78543], [-1.41089, -1.64205, -1.90060]],
  "forces_ev_per_a": [[-2.3, 4.2, 4.9], [2.3, -3.5, -4.7], [-2.6, -4.2, 0.5], [0.9, -1.1, -2.2], [0.2, 0.5, -0.7], [0.2, 0.6, 1.1], [-0.2, 1.0, 1.1], [1.6, 3.0, -0.4], [-2.1, 1.6, -6.6], [2.1, -2.2, 5.4], [3.2, -5.6, -3.8], [-2.9, 4.8, 3.1], [0.0, 0.9, 1.5], [0.0, -0.3, 0.0], [0.5, 0.0, 0.8], [0.0, -0.1, -0.5], [-3.9, 0.6, 4.7], [4.4, 0.5, -4.0], [2.9, -6.4, 0.0], [-0.8, 5.8, 0.6], [-0.4, 1.5, -0.4], [-1.7, 0.7, 0.1], [0.1, -1.9, -1.0], [-0.1, -0.6, 0.2], [-7.6, 2.2, -1.1], [6.1, -2.1, 1.0], [2.9, 4.3, -0.6], [0.4, -1.2, 0.3], [-0.8, -2.3, 0.8], [-0.5, 0.5, 0.0], [-1.4, -1.1, -0.3], [0.2, 0.0, -0.3], [1.5, -3.9, -4.9], [-1.0, 4.6, 2.3], [1.0, -2.0, 5.3], [-1.2, -0.9, -3.9], [0.0, 0.1, 0.3], [0.4, -0.5, -0.9], [0.0, 0.8, 0.2], [0.2, 0.9, 0.5], [5.6, 3.3, 3.7], [-4.3, -2.4, -2.5], [0.6, -0.7, 4.5], [-0.8, 2.2, -2.5], [-0.9, -0.2, -2.1], [-0.9, -0.6, -0.2], [-0.5, -0.9, -0.2], [0.9, 1.3, 1.2], [3.6, -4.2, 4.5], [-3.6, 3.4, -3.8], [-1.0, 2.5, -3.8], [-5.3, -0.3, 1.0], [0.1, -0.2, -0.7], [2.2, -2.2, 1.3], [0.6, 0.8, -0.7], [1.3, -1.1, 1.3], [0.3, 2.7, -1.8], [-0.5, -1.8, 0.9], [-0.4, -0.5, -0.1], [-0.2, -0.7, 0.3], [0.9, -0.5, 0.4], [0.0, 0.7, 0.4], [0.7, 0.5, -0.3], [-0.7, -0.1, 0.1], [0.3, -0.3, 1.0], [0.2, 0.4, -0.8], [-0.1, -0.7, 0.0], [-0.2, 0.0, -0.2], [-0.7, 0.7, -0.2], [-1.4, 0.3, -0.7], [1.8, -0.2, -0.6], [-0.1, 0.0, 1.1], [0.0, -0.7, 0.2], [0.3, -0.2, 0.2], [0.5, 0.4, 0.6], [1.3, 1.7, -0.8], [0.2, -0.4, 0.5], [-0.2, -0.2, 0.0], [-0.7, -0.2, -0.7], [0.0, -0.7, 0.4], [-0.3, 0.0, 0.8], [-1.3, -0.9, 1.2], [0.4, 0.9, 0.2], [-0.2, 0.3, -0.5], [0.6, -0.1, -1.0], [0.9, 0.4, -0.7], [0.4, -0.2, -0.8], [-1.4, 0.3, 1.1], [0.0, 0.6, 0.6], [0.1, -0.3, -0.7], [0.5, -0.5, 0.4], [0.2, 0.3, -0.6], [0.8, 1.2, 0.3], [-0.5, -1.3, -0.4], [-0.3, 0.5, 0.0], [-0.6, -0.5, -0.6], [-0.4, -0.6, 0.2], [1.0, 0.3, 0.9]],
  "homo_ev": -8.1,
  "total_charge": 0,
  "e_above_lowest_kcal_mol": 163.0,
  "spin_multiplicity": 1
}

=====

(3)
{
  "formula": "C20H41IrN3O6P2S",
  "method": "ωB97M-V/def2-TZVPD",
  "species": ["Ir", "C", "C", "C", "O", "P", "O", "C", "P", "O", "O", "C", "C", "C", "O", "C", "C", "C", "O", "C", "C", "C", "H", "H", "H", "H", "H", "H", "H", "H", "H", "H", "H", "H", "H", "H", "H", "H", "H", "H", "H", "H", "H", "H", "H", "H", "H", "H", "H", "H", "H", "H", "C", "N", "C", "C", "N", "C", "S", "H", "H", "H", "H", "H", "H", "C", "C", "C", "N", "H", "H", "H", "H", "H"],
  "coordinates": [[-0.27809, 0.16387, 0.23659], [4.97615, -3.09036, 1.44128], [4.81441, -2.52341, 0.05058], [5.96659, -1.65685, -0.38879], [3.53502, -1.73760, -0.08271], [2.80133, -0.78437, 0.85948], [1.70397, -0.10879, 0.00912], [2.00385, -1.69483, 2.19113], [0.89062, -0.71866, 3.21751], [0.02341, 0.13749, 2.28363], [0.10286, -1.65426, 4.15129], [-0.78826, -2.81896, 3.92004], [0.03005, -4.08671, 3.96512], [-1.60041, -2.64706, 2.65638], [1.72084, 0.21982, 4.08882], [2.25610, 0.11308, 5.49494], [1.12742, 0.23469, 6.48737], [3.08840, -1.13966, 5.62326], [3.74124, 0.19235, 1.57916], [4.18869, 1.58677, 1.25983], [3.14491, 2.54740, 1.77119], [4.50443, 1.73518, -0.20964], [5.89619, -3.67311, 1.46695], [4.15763, -3.76042, 1.70902], [5.07658, -2.29882, 2.18985], [4.65092, -3.32464, -0.66343], [6.15215, -0.84929, 0.32124], [5.79219, -1.24093, -1.38036], [6.86396, -2.27366, -0.43453], [2.77210, -2.11933, 2.84082], [1.44669, -2.51617, 1.72975], [-1.44793, -2.77621, 4.78272], [0.63552, -4.22105, 3.06589], [-0.64178, -4.94170, 4.04265], [0.68076, -4.09723, 4.83883], [-0.96723, -2.68254, 1.76204], [-2.15749, -1.70892, 2.67384], [-2.30622, -3.47444, 2.58592], [2.89016, 0.99370, 5.54469], [0.47141, -0.63444, 6.46501], [0.53921, 1.13310, 6.30388], [1.55931, 0.30966, 7.48542], [2.47334, -2.03968, 5.54344], [3.55717, -1.15075, 6.60692], [3.88551, -1.16691, 4.87727], [5.09711, 1.67005, 1.85002], [2.24757, 2.51034, 1.14899], [3.54541, 3.56018, 1.73301], [2.87030, 2.32283, 2.80049], [3.62870, 1.51411, -0.82613], [5.32359, 1.09039, -0.52068], [4.79986, 2.76771, -0.39549], [-2.79591, 3.88464, -1.75815], [-1.64984, 3.30690, -2.47999], [-1.47270, 3.38067, -3.84722], [-0.29031, 2.78981, -4.13591], [0.22932, 2.36358, -2.93708], [-0.60340, 2.68008, -1.93414], [-0.29373, 2.47097, -0.22972], [-3.68879, 3.74640, -2.36026], [-2.62564, 4.94619, -1.59452], [-2.90943, 3.38343, -0.80215], [-2.19261, 3.85646, -4.49157], [0.21177, 2.64082, -5.07629], [1.12666, 1.91866, -2.81276], [-4.94745, -2.57242, -0.15557], [-4.73806, -1.05133, -0.04455], [-3.32918, -0.68172, -0.11016], [-2.20688, -0.43793, -0.16300], [-6.01038, -2.77033, -0.03883], [-4.40981, -3.10483, 0.62633], [-4.63137, -2.94218, -1.12841], [-5.12714, -0.65541, 0.89689], [-5.25022, -0.51985, -0.85038]],
  "forces_ev_per_a": [[0.2, 0.7, -0.2], [-0.1, 0.1, 0.0], [0.2, 0.0, 0.0], [-0.1, 0.1, 0.0], [0.0, -0.2, -0.1], [0.0, -0.1, 0.1], [0.2, -0.2, -0.1], [0.0, 0.0, -0.1], [0.0, 0.1, 0.0], [-0.1, -0.2, 0.3], [-0.1, -0.1, -0.1], [-0.1, -0.1, 0.0], [0.1, 0.0, 0.0], [0.1, 0.1, 0.0], [0.0, 0.2, 0.1], [0.0, -0.1, 0.1], [-0.1, 0.0, -0.1], [0.0, 0.0, -0.1], [0.0, 0.2, 0.0], [0.1, 0.1, 0.0], [-0.1, -0.1, 0.0], [0.0, -0.1, 0.0], [0.0, 0.0, 0.0], [0.0, 0.0, 0.0], [0.0, 0.0, 0.0], [-0.1, 0.0, -0.1], [0.0, 0.0, 0.0], [0.0, 0.0, 0.0], [0.0, 0.0, 0.0], [0.0, 0.0, 0.0], [0.0, 0.0, 0.0], [0.0, 0.1, 0.1], [0.0, 0.0, 0.0], [0.0, 0.0, 0.0], [0.0, 0.0, 0.0], [0.0, 0.0, 0.0], [0.0, 0.0, 0.0], [0.0, 0.0, 0.0], [0.0, 0.0, -0.1], [0.0, 0.0, 0.0], [0.0, 0.0, 0.0], [0.0, 0.0, 0.0], [0.0, 0.0, 0.0], [0.0, 0.0, 0.0], [0.0, 0.0, 0.0], [0.0, -0.1, 0.0], [0.0, 0.0, 0.0], [0.0, 0.0, 0.0], [0.0, 0.0, 0.0], [0.0, 0.1, 0.0], [0.0, 0.0, 0.0], [0.0, 0.0, 0.0], [0.1, 0.0, -0.1], [-0.2, 0.1, 0.0], [0.0, 0.1, 0.1], [0.0, 0.0, 0.0], [0.1, -0.1, -0.1], [0.1, 0.0, 0.0], [-0.3, -0.2, 0.1], [0.0, 0.0, 0.0], [0.0, 0.0, 0.0], [0.0, 0.0, 0.0], [0.0, 0.0, 0.0], [0.0, 0.0, 0.0], [0.0, 0.0, 0.0], [0.0, 0.1, 0.0], [0.1, 0.0, 0.0], [-0.2, -0.2, -0.1], [-0.1, 0.0, 0.1], [0.0, 0.0, 0.0], [0.0, 0.0, 0.0], [0.0, 0.0, 0.0], [0.0, 0.0, 0.0], [0.0, 0.0, 0.0]],
  "homo_ev": [-17.0, -17.8],
  "total_charge": 3,
  "e_above_lowest_kcal_mol": 9.2,
  "spin_multiplicity": 5
}

=====

(4)
{
  "formula": "C4H9NO2",
  "method": "ωB97M-V/def2-TZVPD",
  "species": ["C", "C", "N", "C", "O", "O", "C", "H", "H", "H", "H", "H", "H", "H", "H", "H"],
  "coordinates": [[0.36503, -0.34823, 2.58444], [1.18688, -0.45495, 1.27885], [0.28217, -0.84852, 0.07180], [0.21090, -0.03732, -1.00670], [1.10244, 0.68441, -1.40809], [-1.02873, -0.09452, -1.53722], [-1.27843, 0.88471, -2.53103], [-0.02941, -1.30499, 2.93159], [0.89842, 0.10250, 3.43697], [-0.49104, 0.32091, 2.39438], [1.60108, 0.54165, 1.07043], [1.69707, -1.29827, 0.80189], [-0.45477, -1.51924, 0.23238], [-2.33690, 0.78057, -2.76678], [-1.06659, 1.88605, -2.14279], [-0.65813, 0.70524, -3.41011]],
  "forces_ev_per_a": [[0.1, -0.3, -0.3], [-1.5, -0.4, -2.0], [-0.9, 1.3, 0.6], [-0.1, 0.4, 0.3], [-0.5, -0.1, 0.2], [0.0, -0.1, -0.2], [-0.1, 0.2, -0.3], [0.0, 0.0, -0.1], [0.2, -0.2, -0.5], [0.3, -0.3, -0.1], [0.2, -0.7, -0.4], [2.5, 0.0, 3.0], [-0.1, 0.4, 0.1], [0.1, 0.1, -0.1], [0.0, -0.2, -0.1], [-0.1, 0.1, 0.0]],
  "homo_ev": -9.4,
  "total_charge": 0,
  "e_above_lowest_kcal_mol": 48.1,
  "spin_multiplicity": 1,
  "smiles": "CCNC(=O)OC"
}

=====

Max |F| readings, ordered: 0.0993; 0.1547; 0.0141; 0.0748 hartree/bohr